Molecular formula: C37H61O23
Method: DFT, ωB97M-V with the def2-TZVPD basis set

Geometry as ORCA input:
```
! wB97M-V def2-TZVPD RIJCOSX def2/J DEFGRID3
* xyz -1 1
O -4.15990 7.37406 -1.08931
O -4.69097 0.31651 -8.13485
O 3.10791 1.88743 -0.33381
O -4.28006 6.55779 1.00316
O 2.65382 -4.90553 3.09864
O 1.44115 2.44485 -1.74800
O -2.12615 -3.80867 0.43352
O -3.01142 -0.28252 -6.76161
O -2.14773 4.00106 -2.38316
O 2.90486 -6.58693 4.55774
O -5.06580 4.47601 -8.55649
O -4.92860 1.53452 3.82596
O 8.84340 -4.60663 3.02418
O 1.21212 -5.12061 4.82312
O -2.82081 1.23764 4.52501
O -5.79107 6.59890 -8.36168
O -1.70631 2.57955 -4.06318
O -3.01117 8.35008 0.58397
O -4.16237 -1.84832 -7.89629
O -4.54751 5.66405 -6.73287
O -3.32202 0.96647 2.35081
O 1.98699 0.28430 -1.46776
O -1.71202 4.80502 -4.42404
C 4.48209 -1.52056 2.02391
C 3.90775 -5.50023 2.81381
C -4.15205 4.31571 -6.46105
C 2.16289 -5.49794 4.21590
C 2.25921 -0.42416 2.70076
C -5.19273 5.66934 -7.92509
C -3.86886 -0.57735 -7.52150
C -3.06394 8.21797 2.00435
C -2.16931 5.91369 -3.64236
C 7.01639 -0.76737 2.28125
C 3.80619 -6.84336 3.48344
C 8.79762 -4.25158 1.64432
C -5.42247 -0.39237 -9.13437
C -3.53299 1.80096 5.62113
C -3.65598 1.22215 3.45640
C 7.74538 -5.41537 3.41154
C -1.99593 5.41320 -2.23601
C -2.45444 -3.34875 2.89807
C -3.84784 7.42373 0.05734
C 2.26504 1.56532 -1.10428
C 1.61683 -1.55376 3.58951
C 0.73010 1.71608 -2.74659
C -3.51555 6.79428 2.18529
C -5.38322 -1.80989 -8.63073
C 0.36604 -2.24811 2.86450
C 3.06419 -1.02818 1.48395
C -2.22031 -1.84924 2.54530
C 7.51607 -2.22691 2.57017
C -3.37827 -3.45108 -0.10898
C 8.49941 -2.71081 1.43840
C 5.66272 -0.65429 1.47433
C -1.84355 3.68968 -3.66058
C -4.09970 3.70718 -7.83393
C 0.77625 0.30847 -2.22217
C -2.23703 -4.37176 1.73386
C -0.83667 -1.27018 3.01897
C -4.96910 1.54431 5.25056
H 2.53973 -1.92543 1.06210
H 8.06689 -2.19695 3.53548
H 6.97801 -0.17942 3.22436
H 2.98705 0.13443 3.34105
H 0.22233 -3.23962 3.33290
H -4.91460 -0.27368 -10.09482
H -3.19210 4.28791 -5.94893
H 2.35806 -2.27774 3.97392
H 4.61783 -2.55782 1.61864
H 3.37313 -7.60513 2.82899
H 6.87282 -5.33449 2.73734
H 5.38988 0.41778 1.39637
H -2.35304 -1.58550 1.48269
H -1.38563 -5.06187 1.90169
H -5.32429 0.57186 5.60126
H -0.91818 -1.00578 4.09688
H -4.36165 2.65116 -7.83531
H -6.43639 -0.00476 -9.22016
H -0.99923 5.62014 -1.83655
H 4.43779 -1.55197 3.14664
H -3.24717 1.32126 6.55592
H -5.37412 -2.54197 -9.43664
H 0.62375 -2.43201 1.79833
H -3.13867 -5.03789 1.71603
H -4.90744 3.84710 -5.82427
H -3.21456 6.11704 -3.88978
H -2.08889 8.40983 2.44856
H -6.21067 -2.03716 -7.95376
H -2.68123 6.08943 2.21372
H -0.28179 2.09058 -2.85357
H -1.76318 -3.64170 3.71985
H 7.79836 -0.28871 1.64073
H 1.25225 1.82388 -3.70286
H 8.11483 -6.46228 3.50677
H -4.12545 6.65631 3.07631
H 1.51383 0.32388 2.35062
H -3.78293 8.94001 2.39965
H 9.42860 -2.10814 1.46009
H 9.81812 -4.42827 1.23271
H -3.30018 2.86763 5.68353
H 7.40685 -5.06993 4.41367
H -3.12300 3.83126 -8.30859
H -2.74040 5.81552 -1.55582
H -4.24583 -3.71676 0.52723
H -3.47267 -3.47302 3.33186
H -1.57877 6.80439 -3.84794
H 4.06450 -5.57935 1.73915
H -5.64270 2.31936 5.61421
H -0.64484 -0.36132 2.41461
H 8.08996 -4.88796 1.07987
H -0.05966 0.08242 -1.55413
H 1.16997 -1.04149 4.48819
H -3.43738 -2.35832 -0.31118
H 5.88205 -1.01952 0.44294
H -2.99307 -1.27535 3.09512
H 4.69334 -4.87269 3.24230
H 4.76436 -7.20248 3.85811
H 0.80260 -0.43357 -3.01921
H 6.70922 -2.97443 2.67236
H 7.98857 -2.53009 0.46984
H -3.52556 -3.95647 -1.09154
*
```

Results
Strongest force on any atom ... 1.84 eV/A
Energy ... -86446.2565 eV

***

Molecular formula: C37H63BBr2ClFNO19S
Method: DFT, ωB97M-V with the def2-TZVPD basis set

Geometry as ORCA input:
```
! wB97M-V def2-TZVPD RIJCOSX def2/J DEFGRID3
* xyz 1 1
Br -3.48871 1.04005 0.64558
Br 2.33875 -0.88085 0.93507
Cl -0.80128 3.76059 -0.16477
S -2.07394 3.40555 2.35680
F -2.57295 2.33729 3.32662
O 1.34338 -7.47191 -3.83821
O 1.26193 -6.12673 -2.05469
O -3.11150 3.99309 1.59836
O 1.70147 -8.32241 -1.78212
O -1.15193 -0.42895 -3.73196
O -1.32121 4.34450 3.10514
O -4.28256 -3.84996 -0.26799
O -2.24490 0.25946 5.23326
O 0.27717 -6.03907 -7.24228
O -0.79647 -4.08545 -6.91524
O 4.84670 8.17658 -0.61883
O -3.72322 -5.30867 1.31806
O 4.85965 6.90370 -2.45057
O 1.36195 4.23680 2.93597
O 0.10783 1.75089 3.87952
O 5.29385 5.97764 -0.44393
O -3.49478 -3.10742 1.70644
O 0.92762 -4.17545 -8.33131
O -0.57888 -1.54177 -1.83070
N 0.39713 2.25107 1.59458
C -1.55177 1.26008 0.48185
C 0.32552 -2.88090 -8.50980
C -0.97301 2.54529 1.14340
C -1.54054 -1.32313 0.39751
C 0.62983 2.87442 5.92140
C -5.47491 -5.26133 -1.85777
C 4.27669 8.15891 -2.83031
C -0.16541 -0.14820 2.27016
C 1.62632 -1.49305 3.62091
C -1.80960 -1.32631 -1.10169
C 4.76334 9.08035 -1.73714
C 0.77353 -6.23328 -4.28516
C -4.64658 0.60733 4.91473
C 3.83626 10.23278 -1.43881
C -0.39031 -0.59323 -2.80143
C 1.46157 -7.40272 -2.49043
C -4.32422 -5.15414 -0.88831
C 0.15090 -4.88186 -7.47813
C 0.93451 -1.24227 2.26594
C 1.37482 -1.81929 -8.73077
C -1.28914 -0.63670 4.67948
C -4.44101 -6.05278 0.31931
C 0.28095 -4.11536 -2.98934
C 2.79339 -2.51247 3.44518
C 1.08133 1.79941 4.91485
C -0.78166 -0.06763 0.81460
C 1.22079 -5.27460 -3.20911
C 0.88273 0.22793 -2.66654
C 2.43572 3.79627 0.71695
C 0.26316 2.30821 7.29142
C -1.32887 -0.70079 3.14273
C -3.80514 -4.00773 0.98565
C 2.48815 5.30994 0.38736
C -0.44951 -2.72837 -7.22187
C -3.53702 -0.34849 5.32877
C 5.02813 6.92851 -1.10631
C 0.48358 1.19147 2.67788
B 1.36239 3.48036 1.81775
H 0.87351 1.81639 0.79100
H -2.44940 -1.52974 0.95669
H -2.29430 -0.30194 2.83074
H -6.40103 -4.91807 -1.39550
H -5.56062 0.00813 4.90193
H 0.15660 -2.32940 -6.40367
H 3.75482 -2.02920 3.30898
H 3.18947 8.04852 -2.84256
H 1.56419 1.01028 2.74128
H -0.31189 -6.34713 -4.33617
H 1.03662 1.66339 7.70747
H 1.50740 5.77561 0.46610
H 1.38079 -0.03671 -1.73163
H 2.23465 -4.90994 -3.40027
H -0.71943 1.83787 7.29175
H 1.14611 -5.96974 -5.26450
H 1.23582 0.84829 5.42626
H 2.06830 2.11213 4.54522
H 0.68230 -3.43584 -2.24285
H 2.88790 9.87070 -1.03959
H -0.88457 -2.18455 0.55138
H 0.07003 -0.02992 0.12333
H 2.15710 -1.88809 -7.97357
H 2.30530 3.16874 -0.17153
H -1.39615 -1.76499 2.90990
H -0.21629 3.39960 5.47821
H -3.37510 -5.31250 -1.40747
H -0.34592 -2.93509 -9.37036
H 0.97469 -1.95612 4.35491
H -3.98790 -7.02885 0.16774
H 0.47410 -2.18516 1.98651
H -4.76973 1.43869 5.60329
H 2.10674 -0.57176 3.94760
H 4.61625 8.45617 -3.81925
H 1.55166 -0.09526 -3.46403
H -5.47074 -6.18415 0.65791
H 0.17719 3.15293 7.97966
H 2.84621 5.39012 -0.63605
H 0.69046 1.29587 -2.71250
H -5.30116 -4.62894 -2.72818
H -1.53193 -1.61985 5.09882
H -1.42072 1.40874 -0.58406
H -0.33343 -0.36793 5.11888
H 1.40697 3.63183 6.03975
H 3.41172 3.52258 1.14099
H -3.62839 -1.21790 4.66989
H -1.34319 -2.11921 -7.33205
H 0.93352 -0.82297 -8.70069
H -0.68129 -4.46584 -2.61195
H 0.11849 -3.56085 -3.91516
H 2.17152 4.07999 3.43767
H -4.48753 0.91808 3.88340
H -2.27003 -0.40131 -1.44857
H 3.22834 5.80707 1.00384
H -5.60358 -6.28887 -2.19647
H 5.76963 9.44905 -1.95030
H 2.86866 -3.05283 4.39261
H -3.67053 -0.68453 6.36127
H 4.27049 10.88529 -0.68206
H 1.85724 -1.95558 -9.69803
H -2.52874 -2.11235 -1.33362
H 3.64526 10.82166 -2.33571
H 2.57356 -3.26982 2.69564
*
```

Results
Strongest force on any atom ... 3.34 eV/A
Energy ... -246614.3347 eV

***

Molecular formula: C37H63BFIN16O2P
Method: DFT, ωB97M-V with the def2-TZVPD basis set

Geometry as ORCA input:
```
! wB97M-V def2-TZVPD RIJCOSX def2/J DEFGRID3
* xyz 1 1
I -4.86759 -3.42276 2.49189
P -3.09201 -1.79035 1.74908
F 0.47335 2.07384 -0.52276
O -1.92929 -2.71660 0.91413
O -3.33432 2.41100 -3.61212
N 1.38173 0.28455 -5.28798
N -6.43831 -5.45793 9.50981
N -2.63100 1.10442 -1.50767
N 8.75250 -3.62258 -5.43262
N -1.23830 -1.31200 2.79431
N 6.09960 -0.65618 -4.10962
N -10.64626 -2.91647 -2.65870
N 9.88119 -3.95497 -1.88359
N -1.36297 5.55080 -0.01958
N -7.51527 -0.43392 -1.80563
N 4.62251 5.67879 1.21090
N -4.17166 -4.06468 4.67968
N -3.88673 -0.63439 0.65185
N 9.26239 7.39403 -0.99474
N 4.72918 5.21059 -2.96734
N -1.51441 -2.40677 8.85691
C 0.83028 -0.62309 4.26562
C 6.26540 -1.82660 -6.45628
C -2.88214 1.66257 -0.14689
C 11.97220 -2.69265 -2.84574
C -5.70620 -6.33918 9.56394
C 7.15362 -4.60249 -3.57584
C 2.30192 0.57665 -4.66561
C -0.33297 -1.00794 3.43631
C -5.91699 0.71925 1.71557
C 11.28155 6.49203 -2.41352
C -0.44362 6.08632 -0.44803
C -3.05739 -0.43432 8.05895
C 3.48559 0.95335 -3.85852
C 6.17197 -1.16793 -5.13575
C -4.51559 1.44471 1.85841
C -8.63787 -3.79655 -4.11089
C 8.04780 -4.05008 -4.62182
C -3.62426 -4.39226 5.64015
C -8.19014 -0.85509 -0.97778
C 3.28599 3.55198 0.44027
C -2.80199 -0.37104 -1.67985
C -2.18738 -1.54453 8.50888
C -9.05864 -1.39999 0.08933
C 5.66459 5.51560 -2.37425
C -0.04415 1.02845 -1.33647
C -1.30770 1.51976 -2.11705
C -2.92222 -4.80498 6.87504
C 0.74211 6.78207 -0.99494
C -3.89144 -1.03340 -0.76628
C 4.04303 4.74569 0.88169
C -5.27636 1.60449 -2.17287
C -3.37598 0.70642 0.98556
C -9.76190 -3.29675 -3.28899
C 10.79415 -3.40275 -2.30248
C 6.87100 5.90268 -1.60434
C 10.14381 6.99956 -1.61399
C -4.76001 -7.48117 9.63660
B -3.70114 1.72988 -2.43630
H -6.73714 1.30973 2.20939
H 0.83750 6.57673 -2.06062
H -1.27000 1.01008 -3.11548
H -3.72151 -2.14331 -0.81769
H -4.93952 -0.89381 -1.15806
H 12.00729 7.28903 -2.57025
H -9.93181 -0.76123 0.21679
H -4.89814 -8.13336 8.77487
H 6.73030 5.65355 -0.55311
H 0.64263 7.85676 -0.84813
H 0.75337 0.85512 -2.10837
H 11.76407 5.66864 -1.88828
H 4.37000 0.42732 -4.22753
H -3.52589 -0.69333 7.10947
H -9.01112 -4.15054 -5.07115
H 7.10049 -2.52517 -6.45312
H -4.23706 1.31774 2.94072
H 3.65411 2.02882 -3.92771
H -3.14873 -0.52059 -2.74401
H -2.37685 -5.73236 6.69907
H 3.32319 0.68455 -2.81465
H -3.83343 -0.24950 8.80066
H -2.41332 -3.49931 0.58906
H 7.73979 5.36850 -1.98372
H -5.51060 1.69005 -1.07773
H -3.76469 2.00981 -4.38395
H -0.17471 0.07361 -0.77700
H 3.34457 2.77453 1.20119
H 12.06492 -2.89528 -3.91220
H 6.41618 -1.07754 -7.23303
H 2.24075 3.81283 0.27753
H -1.87121 -0.97408 -1.58341
H -8.14066 -4.61820 -3.59651
H -7.91998 -2.99456 -4.28022
H 1.64125 6.43632 -0.48511
H 12.87448 -3.03123 -2.33784
H 11.85875 -1.61988 -2.69485
H 10.92552 6.13869 -3.38069
H -2.52726 0.57338 1.71437
H -5.70047 0.66438 -2.59124
H 3.70681 3.17269 -0.49067
H 1.72438 -1.12872 3.90300
H -5.77205 2.47649 -2.66253
H -2.46471 0.47070 7.92981
H 6.28397 -3.95605 -3.45550
H 7.68642 -4.66413 -2.62763
H 6.82046 -5.59917 -3.86452
H -9.38796 -2.40322 -0.17797
H -5.91660 -0.29071 2.19430
H 5.34616 -2.37447 -6.66389
H -8.50869 -1.44330 1.02973
H -2.21803 -4.03101 7.17705
H -3.60672 2.52108 -0.20911
H 7.04411 6.97160 -1.69537
H -4.57074 2.54063 1.65600
H -4.93927 -8.05205 10.54670
H -3.64400 -4.96196 7.67674
H -3.73407 -7.11418 9.64339
H -1.21261 2.63022 -2.21313
H -6.20018 0.60828 0.63874
H -1.94206 2.15557 0.22444
H 0.65530 -0.90706 5.30346
H 0.98179 0.45477 4.21136
*
```

Results
Strongest force on any atom ... 5.00 eV/A
Energy ... -88098.9591 eV